# 1
Here is a 3-piece molecular cluster, C23H50BN5O5S overall from the OMol25 dataset. Energies are from ωB97M-V/def2-TZVPD.

Results
**LUMO**: 0.0129 Eh
**Gap between HOMO and LUMO**: 8.428 eV
**E_HOMO**: -8.08 eV
**Multiplicity**: 1
**F_max**: 0.0259 Eh/bohr

```
85
C23H50BN5O5S | the OMol25 dataset | ωB97M-V/def2-TZVPD
O -2.372 -6.464 0.361
C -2.254 -5.830 -0.665
N -1.548 -4.608 -0.720
C -1.825 -3.760 -1.882
C -1.204 -2.384 -1.741
C -1.873 -1.452 -0.722
C -3.393 -1.367 -0.758
C -3.977 -0.585 -1.934
C -3.935 -1.342 -3.261
C -4.854 -0.706 -4.293
S -4.594 -1.349 -5.979
C -2.878 -1.313 -6.212
N -1.929 -1.898 -5.599
N -0.749 -1.548 -6.228
C -1.085 -0.787 -7.190
O -2.384 -0.566 -7.267
O -2.799 -6.185 -1.848
C -3.035 -7.600 -2.008
B -4.612 -7.828 -2.088
O -5.239 -7.894 -3.311
O -5.404 -7.902 -0.988
H -0.558 -4.780 -0.616
H -1.447 -4.197 -2.806
H -2.889 -3.674 -2.032
H -1.137 -1.944 -2.730
H -0.176 -2.528 -1.408
H -1.573 -1.757 0.276
H -1.444 -0.462 -0.866
H -3.879 -2.337 -0.717
H -3.701 -0.842 0.143
H -3.507 0.388 -2.037
H -5.031 -0.398 -1.716
H -2.919 -1.321 -3.622
H -4.281 -2.354 -3.098
H -4.826 0.378 -4.289
H -5.870 -1.001 -4.060
H -0.363 -0.388 -7.871
H -2.526 -8.198 -1.263
H -2.605 -7.861 -2.972
H -4.660 -8.248 -3.988
H -6.290 -7.615 -1.234
C 2.884 1.740 4.364
C 1.559 1.005 4.492
N 0.831 0.921 3.241
C -0.539 0.466 3.401
C -0.768 -0.962 3.911
C 1.560 0.346 2.124
C 2.110 -1.080 2.275
H 2.738 2.736 3.944
H 3.343 1.850 5.347
H 3.593 1.199 3.734
H 0.937 1.552 5.205
H 1.745 0.016 4.938
H -1.063 0.587 2.449
H -1.038 1.155 4.089
H -0.570 -1.704 3.139
H -1.813 -1.083 4.205
H -0.158 -1.198 4.783
H 2.398 1.009 1.891
H 0.922 0.390 1.238
H 2.581 -1.240 3.246
H 2.869 -1.262 1.511
H 1.336 -1.834 2.141
C 5.143 8.172 1.807
C 5.374 6.729 1.384
N 4.799 5.763 2.299
C 5.242 4.402 2.052
C 4.845 3.744 0.724
C 3.384 5.924 2.581
C 2.401 5.876 1.403
H 5.516 8.346 2.818
H 5.673 8.842 1.130
H 4.088 8.446 1.775
H 6.453 6.557 1.351
H 5.006 6.601 0.354
H 4.902 3.767 2.874
H 6.335 4.393 2.119
H 3.798 3.444 0.716
H 5.435 2.837 0.575
H 5.027 4.394 -0.132
H 3.249 6.879 3.096
H 3.092 5.172 3.319
H 2.756 6.452 0.546
H 1.443 6.301 1.707
H 2.206 4.857 1.073
```

Mulliken population analysis, charges in e, atoms 1 to 6: O -0.605; C 0.433; N -0.115; C -0.547; C -1.070; C -0.363

---

# 2
Here is a 10-piece molecular cluster, C23H50Cl20PS overall from the OMol25 dataset. Energies are from ωB97M-V/def2-TZVPD.

Results
**LUMO**: -0.0925 Eh
**Charge**: +1
**Gap between HOMO and LUMO**: 9.048 eV
**E_HOMO**: -11.57 eV
**Multiplicity**: 1
**F_max**: 0.0735 Eh/bohr

```
95
C23H50Cl20PS | the OMol25 dataset | ωB97M-V/def2-TZVPD
P 0.196 1.587 -2.125
C -1.251 1.872 -3.226
C -2.562 1.323 -2.649
C -3.089 2.059 -1.408
S -2.935 3.886 -1.486
H 0.262 2.564 -1.062
H 0.070 0.265 -1.686
H 1.327 1.665 -2.971
H -1.032 1.285 -4.125
H -1.302 2.909 -3.541
H -2.398 0.275 -2.379
H -3.293 1.338 -3.471
H -2.681 1.686 -0.472
H -4.159 1.850 -1.362
H -2.888 4.245 -2.788
Cl -1.495 6.491 -1.712
C -0.214 7.249 -2.701
C 0.178 6.425 -3.898
Cl 1.043 4.934 -3.430
H 0.640 7.434 -2.055
H -0.608 8.209 -3.032
H 0.858 6.995 -4.528
H -0.686 6.145 -4.494
Cl 0.088 1.534 0.406
C -0.080 0.631 1.955
C 0.896 -0.509 2.018
Cl 0.490 -1.789 0.838
H -1.109 0.290 2.039
H 0.112 1.335 2.764
H 0.871 -0.962 3.006
H 1.914 -0.180 1.821
Cl -5.184 -2.430 -4.738
C -5.938 -0.909 -5.274
C -5.254 -0.334 -6.487
Cl -3.612 0.239 -6.093
H -5.914 -0.212 -4.439
H -6.978 -1.132 -5.503
H -5.815 0.522 -6.858
H -5.174 -1.061 -7.291
Cl -3.766 -2.264 -1.352
C -3.037 -3.854 -1.002
C -3.472 -4.901 -1.996
Cl -5.197 -5.307 -1.826
H -3.305 -4.130 0.014
H -1.957 -3.728 -1.049
H -2.911 -5.819 -1.832
H -3.303 -4.575 -3.019
Cl 1.447 -0.091 5.865
C 2.056 -1.768 5.851
C 3.561 -1.828 5.793
Cl 4.185 -1.257 4.224
H 1.605 -2.281 5.004
H 1.702 -2.242 6.764
H 3.892 -2.858 5.915
H 4.019 -1.228 6.575
Cl 4.468 -0.199 0.379
C 5.061 -1.884 0.339
C 6.561 -1.954 0.237
Cl 7.157 -1.391 -1.348
H 4.579 -2.391 -0.493
H 4.732 -2.358 1.263
H 6.888 -2.986 0.349
H 7.044 -1.358 1.007
Cl -10.065 -6.134 -3.357
C -8.594 -7.050 -2.940
C -8.407 -8.259 -3.822
Cl -9.634 -9.512 -3.516
H -8.658 -7.329 -1.892
H -7.753 -6.370 -3.064
H -7.436 -8.710 -3.623
H -8.452 -7.993 -4.875
Cl 2.293 4.232 8.773
C 1.524 3.949 7.190
C 0.021 4.026 7.265
Cl -0.677 2.666 8.183
H 1.856 2.979 6.824
H 1.897 4.718 6.515
H -0.401 3.980 6.262
H -0.308 4.951 7.732
Cl 5.725 -5.532 -0.621
C 7.044 -5.013 -1.708
C 7.256 -5.977 -2.847
Cl 7.921 -7.532 -2.293
H 7.945 -4.896 -1.111
H 6.764 -4.035 -2.098
H 7.972 -5.558 -3.552
H 6.329 -6.176 -3.378
Cl 3.377 9.486 5.516
C 4.088 7.897 5.889
C 3.771 6.873 4.829
Cl 2.040 6.435 4.817
H 3.726 7.586 6.865
H 5.166 8.038 5.951
H 4.328 5.957 5.023
H 4.034 7.229 3.837
```

Mulliken population analysis, charges in e, atoms 1 to 6: P -0.008; C -0.583; C -0.456; C -0.459; S -0.189; H 0.385

---

# 3
Here is C23H50GaNO5P2SSi as an isolated structure from the OMol25 dataset. Energies are from ωB97M-V/def2-TZVPD.

Results
**LUMO (spin up / spin down)**: -0.2945 / -0.3046 Eh
**Charge**: +2
**Gap between HOMO and LUMO (spin up / spin down)**: 6.486 / 6.075 eV
**E_HOMO (spin up / spin down)**: -14.50 / -14.36 eV
**Multiplicity**: 1
**F_max**: 0.0681 Eh/bohr

```
84
C23H50GaNO5P2SSi | the OMol25 dataset | ωB97M-V/def2-TZVPD
Ga -0.230 0.348 0.256
P -1.425 0.622 -1.811
C -0.004 1.182 -2.773
C 1.226 1.399 -2.015
N 1.380 1.047 -0.681
C 2.490 1.209 0.051
C 3.511 1.988 -0.487
C 3.488 2.294 -1.864
C 2.405 1.895 -2.640
C 2.530 0.695 1.487
P 1.539 -0.809 1.716
H 2.417 2.001 -3.718
H 4.297 2.345 0.163
H 4.278 2.902 -2.288
H 3.542 0.451 1.838
H 2.159 1.444 2.204
H 1.340 -1.876 -3.023
H 0.168 0.789 -3.767
H -0.173 -3.554 -1.332
O 2.039 -2.535 -3.174
H 1.464 -3.150 -3.734
H -0.105 -1.043 0.517
O -0.621 -3.966 -0.577
H -0.014 -3.751 0.227
C 2.620 -2.103 1.020
H 3.626 -1.878 1.395
H 2.314 -3.103 1.355
H 2.622 -2.070 -0.076
C 1.354 -1.126 3.507
H 0.728 -2.016 3.694
H 2.350 -1.294 3.952
H 0.888 -0.261 4.005
C -2.159 2.260 -1.627
H -2.525 2.456 -2.641
H -2.913 2.439 -0.858
H -1.301 2.916 -1.465
C -2.561 -0.530 -2.662
H -3.536 -0.659 -2.166
H -2.733 -0.112 -3.665
H -2.115 -1.535 -2.782
C -4.563 -2.301 2.356
C -4.088 -1.687 1.044
C -3.560 -2.792 0.138
C -5.237 -0.975 0.350
O -2.984 -0.748 1.321
Si -2.975 0.807 1.892
S -1.076 1.677 1.706
O -4.058 1.654 0.942
C -4.871 2.792 1.345
C -5.401 3.412 0.047
C -6.046 2.300 2.187
C -4.062 3.822 2.129
O -3.573 0.862 3.437
C -2.957 0.613 4.735
C -1.965 1.712 5.053
C -4.097 0.654 5.739
C -2.276 -0.741 4.725
H -5.371 -3.018 2.139
H -4.964 -1.528 3.029
H -3.749 -2.850 2.855
H -4.389 -3.459 -0.146
H -3.130 -2.393 -0.786
H -2.804 -3.407 0.634
H -5.738 -0.282 1.039
H -4.902 -0.442 -0.551
H -5.975 -1.732 0.039
H -5.973 2.664 -0.527
H -6.075 4.250 0.294
H -4.578 3.795 -0.577
H -5.684 1.830 3.111
H -6.684 3.161 2.451
H -6.645 1.578 1.613
H -3.770 3.431 3.111
H -3.165 4.137 1.584
H -4.708 4.698 2.293
H -2.445 2.695 5.030
H -1.556 1.565 6.060
H -1.128 1.728 4.349
H -4.853 -0.113 5.538
H -3.694 0.482 6.744
H -4.589 1.634 5.732
H -2.979 -1.549 4.497
H -1.449 -0.788 4.006
H -1.860 -0.940 5.720
```

Mulliken population analysis, charges in e, atoms 1 to 6: Ga -0.570; P 1.147; C -1.141; C 0.754; N 0.812; C 0.848

---

# 4
Here is C23H50N2O2P3Pb as an isolated structure from the OMol25 dataset. Energies are from ωB97M-V/def2-TZVPD.

Results
**LUMO (spin up / spin down)**: -0.4320 / -0.4317 Eh
**ΔE to the lowest compared entry with this formula, charge and spin**: 60.8 kcal/mol
**Charge**: +3
**Gap between HOMO and LUMO (spin up / spin down)**: 4.453 / 4.464 eV
**E_HOMO (spin up / spin down)**: -16.21 / -16.21 eV
**Multiplicity**: 1
**F_max**: 0.0946 Eh/bohr

```
81
C23H50N2O2P3Pb | the OMol25 dataset | ωB97M-V/def2-TZVPD
Pb 0.601 -1.262 0.250
P -2.024 -2.379 0.055
C -2.051 -3.663 -1.177
C -1.278 -3.476 -2.352
N -0.287 -2.545 -2.395
C 0.415 -2.313 -3.528
C 0.063 -2.999 -4.733
C -0.910 -3.980 -4.731
C -1.564 -4.249 -3.532
C 1.538 -1.300 -3.531
P 2.615 -1.310 -2.050
H -2.355 -5.015 -3.446
H 0.623 -2.729 -5.622
H -1.155 -4.520 -5.622
H 2.134 -1.475 -4.432
H 1.087 -0.285 -3.608
H -1.251 -7.879 1.422
H -2.377 -4.648 -0.927
H 1.822 -5.254 -0.905
O -2.128 -7.573 1.307
H -2.729 -8.269 1.610
H 2.173 -0.636 -0.647
O 0.905 -5.455 -1.055
H 0.491 -4.856 -0.423
C 3.586 -2.842 -2.247
H 4.423 -2.658 -2.966
H 4.013 -3.139 -1.291
H 2.987 -3.676 -2.637
C 3.819 0.059 -2.226
H 4.327 0.124 -1.248
H 4.515 -0.205 -3.041
H 3.247 0.986 -2.408
C -2.906 -0.977 -0.699
H -3.907 -0.944 -0.242
H -2.351 -0.041 -0.505
H -2.977 -1.159 -1.777
C -3.080 -2.965 1.422
H -2.836 -2.389 2.325
H -4.127 -2.802 1.122
H -2.876 -4.035 1.595
C 1.647 0.986 3.241
C 1.552 2.212 2.310
C 1.694 3.477 3.178
C 2.714 2.156 1.309
P -0.058 2.247 1.366
N -0.269 0.759 0.709
C -1.540 2.556 2.464
C -1.668 4.046 2.793
C -2.827 2.059 1.785
C -1.398 1.756 3.768
C -0.049 3.399 -0.110
C -1.467 3.592 -0.668
C 0.526 4.770 0.277
C 0.790 2.796 -1.246
H 2.710 0.847 3.512
H 1.292 0.066 2.770
H 1.108 1.142 4.183
H 2.686 3.444 3.629
H 1.618 4.403 2.593
H 0.956 3.509 3.992
H 2.600 1.336 0.596
H 2.847 3.103 0.767
H 3.644 1.978 1.874
H -1.945 4.660 1.924
H -2.476 4.144 3.528
H -0.759 4.464 3.247
H -2.701 1.042 1.403
H -3.622 2.048 2.550
H -3.166 2.707 0.975
H -1.215 0.691 3.579
H -0.618 2.155 4.429
H -2.352 1.838 4.310
H -2.111 4.189 -0.015
H -1.367 4.147 -1.613
H -1.954 2.639 -0.904
H 1.599 4.737 0.509
H 0.400 5.423 -0.588
H -0.007 5.234 1.122
H 1.870 2.833 -1.056
H 0.500 1.760 -1.439
H 0.597 3.384 -2.159
```

Mulliken population analysis, charges in e, atoms 1 to 6: Pb 0.817; P 0.601; C -0.566; C 0.238; N 0.374; C 0.352

---

# 5
Here is C23H51BCrF4NO16 as an isolated structure from the OMol25 dataset. Energies are from ωB97M-V/def2-TZVPD.

Results
**LUMO (spin up / spin down)**: 0.0134 / 0.0110 Eh
**ΔE to the lowest compared entry with this formula, charge and spin**: 11.2 kcal/mol
**Gap between HOMO and LUMO (spin up / spin down)**: 5.355 / 8.413 eV
**E_HOMO (spin up / spin down)**: -4.99 / -8.11 eV
**⟨S²⟩**: 8.75
**Multiplicity**: 6
**F_max**: 0.1236 Eh/bohr

```
97
C23H51BCrF4NO16 | the OMol25 dataset | ωB97M-V/def2-TZVPD
Cr 1.987 -2.073 -1.630
N 1.966 -1.109 2.149
H 2.924 -0.825 2.005
H 1.388 -0.734 1.411
H 1.731 -0.710 3.047
H 1.819 -2.107 2.088
C -1.365 -0.635 0.224
C -0.174 0.044 -0.475
C -0.179 1.489 -0.047
O 1.117 -0.519 -0.408
H -2.138 0.128 0.321
H -1.077 -0.943 1.229
H -1.628 -1.581 -0.249
H -0.450 0.107 -1.528
H -1.084 1.976 -0.410
H 0.642 2.052 -0.491
H -0.124 1.666 1.027
B 4.682 -1.697 0.604
F 3.494 -1.930 -0.167
F 5.075 -0.369 0.400
F 4.530 -1.850 1.979
F 5.708 -2.557 0.245
C -2.733 -2.545 5.505
C -2.312 -2.072 4.168
O -2.122 -0.718 4.277
C -0.954 -0.113 4.349
O 0.203 -0.599 4.220
O -1.252 1.182 4.480
C -0.246 2.124 4.114
H -3.381 -1.956 6.153
H -1.929 -2.930 6.132
H -3.389 -3.368 5.221
H -3.199 -2.173 3.543
H -1.553 -2.735 3.754
H -0.572 2.800 3.324
H 0.699 1.598 3.973
H -0.049 2.741 4.991
C -4.657 -1.116 0.687
C -5.068 -0.226 1.871
O -5.981 0.714 1.627
C -6.649 1.245 2.696
O -6.450 0.911 3.830
O -7.628 2.184 2.287
C -8.174 3.038 3.285
H -4.537 -0.444 -0.163
H -5.568 -1.659 0.433
H -3.789 -1.754 0.850
H -4.168 0.240 2.272
H -5.359 -0.948 2.634
H -8.921 2.458 3.828
H -8.711 3.768 2.679
H -7.418 3.602 3.832
C 3.988 3.588 -1.218
C 3.711 2.635 -0.098
O 3.724 3.305 1.132
C 3.598 2.601 2.313
O 3.434 1.358 2.480
O 3.479 3.547 3.290
C 3.196 3.246 4.659
H 4.255 2.977 -2.080
H 4.838 4.255 -1.073
H 3.076 4.164 -1.377
H 4.502 1.889 -0.030
H 2.745 2.189 -0.335
H 3.902 3.720 5.341
H 3.285 2.171 4.815
H 2.271 3.578 5.129
C 1.024 1.597 -5.290
C 1.406 1.636 -3.828
O 2.775 1.406 -3.714
C 3.318 0.388 -3.318
O 2.714 -0.667 -3.125
O 4.675 0.581 -3.351
C 5.643 -0.462 -3.291
H -0.036 1.849 -5.273
H 1.172 0.564 -5.604
H 1.622 2.220 -5.955
H 0.809 0.905 -3.284
H 1.196 2.613 -3.393
H 6.418 -0.499 -4.056
H 5.233 -1.464 -3.423
H 6.147 -0.305 -2.337
C -0.111 -3.090 -7.054
C -0.825 -1.913 -6.271
O -0.174 -1.686 -5.031
C -0.427 -2.433 -3.917
O 0.200 -2.249 -2.912
O -1.457 -3.338 -4.094
C -1.545 -4.422 -3.144
H 0.117 -3.843 -6.300
H 0.871 -2.769 -7.401
H -0.597 -3.515 -7.932
H -1.817 -2.351 -6.154
H -0.690 -0.980 -6.817
H -2.376 -5.085 -3.385
H -1.636 -3.993 -2.146
H -0.633 -4.990 -3.323
```

Mulliken population analysis, charges in e, atoms 1 to 6: Cr 0.363; N 0.335; H 0.202; H -0.277; H 0.421; H 0.403

---

Which value of multiplicity does entry 1 give? 1